1.
Density functional theory data (ωB97M-V with the def2-TZVPD basis set) for C26H26BrN8O8P2S2W as an isolated structure.

Each line ends with the Löwdin spin population.
Cartesian coordinates (Å):
W  -0.05138  0.35904  -0.38676  0.894
C  2.36542  -2.81508  -2.21330  0.037
C  1.71884  -1.50900  -1.91531  0.249
N  1.03129  -1.31405  -0.76698  0.134
N  1.05403  -2.36598  0.14968  0.009
C  -0.09731  -2.59130  0.78721  0.009
N  -0.14116  -3.54926  1.70656  0.008
S  -1.44090  -1.63839  0.38398  -0.001
C  1.78790  -0.35515  -2.70899  0.067
C  2.52420  -0.26451  -3.90844  0.066
C  2.60829  0.92523  -4.57299  0.033
C  1.95940  2.04487  -4.03377  0.092
C  1.24208  1.90066  -2.87594  0.020
N  1.11404  0.73814  -2.21475  0.132
H  1.68666  -3.63534  -1.97928  0.007
H  3.26976  -2.94841  -1.61294  0.013
H  2.64153  -2.89067  -3.26058  0.001
H  1.94542  -2.43512  0.65836  0.001
H  0.65067  -4.14690  1.88042  0.000
H  -0.95314  -3.63882  2.29153  0.000
H  3.03797  -1.13893  -4.27724  0.003
H  3.17885  1.00503  -5.48788  0.000
H  2.01432  3.01510  -4.50441  0.005
H  0.75759  2.75735  -2.44878  0.000
C  -4.86113  1.39609  -2.79314  0.000
C  -3.78745  0.66845  -1.98795  0.001
O  -4.22110  -0.63443  -1.58442  0.001
P  -2.34183  0.24813  -2.99072  0.004
O  -2.82269  -0.80714  -4.05452  0.000
O  -1.89840  1.50061  -3.83849  0.001
O  -1.18594  -0.22849  -2.18317  0.030
P  -3.26000  1.68056  -0.53225  0.004
O  -4.37341  1.22238  0.51702  0.000
O  -3.24823  3.11946  -0.83709  0.002
O  -1.96113  1.04551  -0.03587  0.035
H  -5.14564  0.81613  -3.67231  0.000
H  -4.52858  2.39346  -3.07946  0.000
H  -5.74775  1.51564  -2.16930  0.000
H  -4.64323  -0.56247  -0.71596  0.000
H  -3.33300  -1.53336  -3.66151  0.000
H  -2.53551  1.83003  -4.48669  0.000
H  -4.95540  1.95836  0.78816  0.000
Br  -6.18486  3.89534  1.61306  0.000
C  -4.58150  4.49386  2.42024  0.000
C  -4.10211  5.75974  2.12900  0.000
C  -2.94186  6.19628  2.74613  0.000
C  -2.24517  5.35198  3.60082  0.000
C  -2.75212  4.09555  3.91059  0.000
C  -3.92946  3.66670  3.31959  0.000
N  -1.06365  5.89726  4.22313  0.000
N  0.01380  5.29183  4.21384  0.000
C  0.13783  4.04008  3.51263  0.001
C  0.41453  2.89810  4.21156  0.000
C  0.43439  1.64296  3.57697  0.001
C  0.24576  1.56991  2.22373  0.008
O  0.15187  0.41430  1.54953  0.044
C  0.10509  2.75234  1.47172  0.002
N  -0.03497  2.58813  0.11845  0.008
C  -0.39252  3.63516  -0.59101  0.004
C  -0.46547  4.93081  -0.05644  0.000
C  -0.22661  5.12271  1.27202  0.001
C  0.01582  4.00273  2.09893  0.000
H  -4.63442  6.40262  1.44229  0.000
H  -2.56562  7.19578  2.56825  0.000
H  -2.24637  3.45761  4.62028  0.000
H  -4.33805  2.69571  3.56585  0.000
H  0.54995  2.96158  5.28403  0.000
H  0.57563  0.73537  4.14750  0.000
H  -0.66816  3.47506  -1.62302  0.001
H  -0.72179  5.75174  -0.70950  0.000
H  -0.24846  6.11706  1.69729  0.000
S  2.59849  1.16200  0.17101  0.059
C  3.04962  -0.25278  0.92948  0.009
N  3.32393  -1.27979  1.39467  0.007

Values from the calculation:
Spin multiplicity ... 3
Largest force on an atom ... 0.008 Eh/bohr
Net charge ... +1
Energy relative to the best compared isomer or geometry (same formula, charge and spin) ... 14.61 kcal per mole
Frontier orbital gap (alpha / beta) ... 0.214 / 0.248 Eh

2.
Density functional theory data (ωB97M-V with the def2-TZVPD basis set) for C4H8NO as an isolated structure.

Each line ends with the natural charge from an NBO analysis.
Cartesian coordinates (Å):
C  1.13771  -0.35320  -0.09576  -0.224
C  -1.37373  -0.71971  0.45281  -0.091
C  -0.28016  -0.68053  -0.54377  -0.317
C  -0.78161  0.76443  -0.65651  0.507
N  1.22632  1.04719  0.41393  -0.832
O  -1.69705  0.60704  0.22500  -0.335
H  1.37623  -1.01628  0.75051  0.231
H  1.62615  -0.38877  -1.10961  0.233
H  -2.14603  -1.46122  0.15761  0.237
H  -1.19886  -0.76309  1.56741  0.230
H  -0.39803  -1.37301  -1.38433  0.280
H  -0.74817  1.75850  -1.06295  0.255
H  1.32811  1.08692  1.45608  0.416
H  1.92911  1.49172  -0.17041  0.410

Values from the calculation:
Largest force on an atom ... 0.094 Eh/bohr
Net charge ... +1
Energy relative to the best compared isomer or geometry (same formula, charge and spin) ... 67.11 kcal per mole
Frontier orbital gap ... 0.361 Eh

3.
Density functional theory data (ωB97M-V with the def2-TZVPD basis set) for C5H7NO as an isolated structure.

Each line ends with the natural charge from an NBO analysis.
Cartesian coordinates (Å):
C  -1.16350  0.95785  -0.43013  -0.417
C  0.05339  -1.20337  -0.46426  -0.445
C  -1.07072  -0.46866  0.20119  -0.211
C  -0.24186  0.64427  0.64726  -0.283
C  0.93813  -0.10469  0.07308  0.371
N  2.22570  -0.25198  0.61579  -0.328
O  2.02405  0.48197  -0.60140  -0.376
H  -0.88233  1.15161  -1.44622  0.212
H  -2.00137  1.58135  -0.22551  0.218
H  0.05877  -2.28125  -0.26499  0.236
H  0.02543  -1.15719  -1.50361  0.214
H  -2.02740  -0.91522  0.51105  0.231
H  -0.56355  1.06677  1.57673  0.234
H  2.62525  0.49854  1.31104  0.344

Values from the calculation:
Largest force on an atom ... 0.077 Eh/bohr
Net charge ... 0
Energy relative to the best compared isomer or geometry (same formula, charge and spin) ... 122.77 kcal per mole
Frontier orbital gap ... 0.385 Eh

4.
Density functional theory data (ωB97M-V with the def2-TZVPD basis set) for a 10-piece molecular cluster, C31H60F3O29 overall.

Each line ends with the Löwdin charge.
Cartesian coordinates (Å):
C  0.36879  -1.05867  -0.61950  -0.494
O  0.13034  0.05560  0.27482  -0.114
O  1.31424  -1.83565  -0.06751  -0.174
C  -0.95354  -1.75537  -0.99305  -0.536
F  -1.82991  -1.78554  0.02385  0.118
F  -1.53301  -1.08865  -2.02132  0.097
F  -0.79026  -3.04247  -1.37777  0.123
C  -0.94702  0.99406  0.07396  -0.265
C  -0.74802  2.09326  1.11511  -0.068
H  -1.47854  2.90930  1.10742  0.065
H  -0.70776  1.75216  2.15038  0.064
H  0.18816  2.64043  0.97381  0.063
H  -1.93585  0.55484  0.22897  0.090
H  -0.95047  1.40983  -0.93969  0.102
H  0.82043  -0.56518  -1.50036  0.122
C  2.42293  1.56711  -6.36299  -0.052
O  2.15521  0.96243  -5.11034  -0.005
C  3.05446  0.05262  -4.72947  -0.609
O  3.90813  -0.45318  -5.41933  0.119
O  2.80184  -0.29256  -3.48404  0.004
C  3.77062  -0.96829  -2.71564  -0.027
H  2.66855  0.83255  -7.13005  0.092
H  3.24122  2.28788  -6.32998  0.099
H  1.52929  2.10170  -6.67696  0.081
H  3.59596  -2.03623  -2.63646  0.068
H  3.75165  -0.60223  -1.68769  0.096
H  4.77656  -0.71205  -3.04832  0.104
C  -4.46579  0.72983  -1.76268  -0.043
O  -5.05681  1.30406  -2.91949  0.039
C  -6.35396  1.14660  -3.03393  -0.610
O  -7.13263  0.67576  -2.24409  0.120
O  -6.73277  1.57031  -4.26019  -0.009
C  -8.04648  1.28209  -4.68924  -0.062
H  -4.47769  -0.36392  -1.78095  0.102
H  -4.88523  0.87861  -0.76604  0.099
H  -3.41224  0.98898  -1.71775  0.076
H  -8.08161  1.21832  -5.77563  0.089
H  -8.72057  2.06680  -4.34969  0.095
H  -8.35411  0.29392  -4.34514  0.094
C  1.72521  1.33296  6.02582  -0.026
O  1.52062  1.53407  4.61320  -0.003
C  2.19398  0.71604  3.80975  -0.625
O  2.60068  -0.38279  4.09524  0.138
O  2.24747  1.26409  2.60793  -0.004
C  3.05667  0.69265  1.60622  -0.035
H  1.76597  2.36302  6.36285  0.064
H  2.67822  0.84099  6.22709  0.093
H  1.05444  0.70427  6.60971  0.093
H  2.80761  -0.36774  1.51810  0.094
H  4.13853  0.80590  1.74071  0.097
H  2.81397  1.24225  0.69957  0.068
C  -1.11110  0.75475  -4.59113  -0.016
O  -2.05327  1.82466  -4.70392  0.006
C  -1.55448  3.04282  -4.83472  -0.627
O  -0.39056  3.27082  -5.03677  0.121
O  -2.52433  3.93853  -4.74773  0.016
C  -2.18505  5.29132  -4.94724  -0.056
H  -1.65265  -0.17721  -4.46326  0.092
H  -0.44042  0.93392  -3.75417  0.087
H  -0.58448  0.71397  -5.54487  0.092
H  -3.07738  5.90880  -4.91034  0.091
H  -1.52911  5.50528  -5.78954  0.095
H  -1.61098  5.61238  -4.06804  0.098
C  -3.28348  4.13353  3.92500  -0.052
O  -1.99375  3.81532  4.38911  -0.008
C  -1.04545  4.74027  4.54954  -0.625
O  -1.13881  5.87485  4.16102  0.127
O  -0.06862  4.19691  5.23067  0.020
C  1.15141  4.92393  5.37188  -0.037
H  -3.97762  3.37268  4.28649  0.091
H  -3.35393  4.18617  2.84203  0.093
H  -3.64175  5.01180  4.46897  0.097
H  1.09753  5.99846  5.54692  0.093
H  1.67813  4.84027  4.41996  0.106
H  1.81425  4.53471  6.13827  0.080
C  3.74531  -4.00397  -1.15547  -0.063
O  3.65091  -4.86029  -0.02568  0.023
C  3.79677  -6.16438  -0.23924  -0.623
O  4.32447  -6.67143  -1.19575  0.111
O  3.12639  -6.79635  0.71344  0.011
C  3.07059  -8.21931  0.58493  -0.044
H  2.96402  -4.09477  -1.90989  0.101
H  4.70842  -4.16734  -1.64503  0.094
H  3.71700  -2.96719  -0.83488  0.067
H  2.95763  -8.56126  -0.44238  0.092
H  2.09285  -8.48670  0.99210  0.087
H  3.85281  -8.70793  1.15531  0.093
C  6.11139  4.42471  -2.42416  -0.043
O  5.18327  3.37953  -2.20184  -0.001
C  3.96906  3.60522  -1.73397  -0.608
O  3.60794  4.68478  -1.33058  0.116
O  3.20147  2.54505  -1.93938  0.004
C  1.83011  2.53288  -1.66333  -0.031
H  6.78705  4.54097  -1.57915  0.094
H  5.63295  5.39422  -2.57245  0.092
H  6.58235  4.13104  -3.35874  0.094
H  1.74268  2.29875  -0.59828  0.070
H  1.43484  1.67295  -2.20276  0.080
H  1.31458  3.46332  -1.90583  0.108
C  -0.40129  -5.75545  0.10515  -0.056
O  -1.36856  -5.32629  1.03232  -0.020
C  -1.04519  -5.41351  2.33613  -0.618
O  0.07015  -5.54315  2.73986  0.158
O  -2.07300  -5.40627  3.16408  0.004
C  -3.42939  -5.26142  2.70884  -0.027
H  -0.86547  -5.81652  -0.87736  0.091
H  0.11479  -6.69004  0.32918  0.086
H  0.39483  -5.01347  -0.00572  0.095
H  -3.74278  -6.27497  2.43924  0.090
H  -3.51776  -4.65739  1.81120  0.093
H  -4.01041  -4.98897  3.58255  0.089
C  -1.41233  -1.08126  2.98030  0.000
O  -1.75983  -1.52614  4.30907  -0.028
C  -0.90142  -2.36684  4.92126  -0.616
O  0.16607  -2.75336  4.55216  0.173
O  -1.45020  -2.88135  6.01572  -0.007
C  -2.33554  -2.14202  6.83928  -0.064
H  -1.58719  -1.91331  2.30268  0.087
H  -0.37994  -0.74443  2.94237  0.097
H  -2.14166  -0.30960  2.74239  0.092
H  -2.07885  -1.08941  6.95331  0.092
H  -2.31972  -2.62838  7.81224  0.087
H  -3.36166  -2.19270  6.46946  0.087

Values from the calculation:
Largest force on an atom ... 0.071 Eh/bohr
Net charge ... -1
Energy relative to the best compared isomer or geometry (same formula, charge and spin) ... 37.40 kcal per mole
Frontier orbital gap ... 0.239 Eh